# 1
A molecular structure, C22H45B2Cl2CoF16NO6 in a non-equilibrium geometry. Source: the Open Molecules 2025 dataset; level of theory: ωB97M-V/def2-TZVPD.

XYZ file:
```
95
Properties=species:S:1:pos:R:3:forces:R:3
Co 9.187 -18.196 21.989 -0.049 0.746 2.561
C 13.636 -21.929 28.170 -0.176 0.315 -0.365
O 13.305 -21.381 26.905 0.475 -0.332 -0.650
C 12.655 -20.140 26.955 -0.447 -0.301 0.319
C 12.323 -19.704 25.547 -1.353 -0.122 -0.722
N 11.703 -20.839 24.775 0.063 -0.947 -0.175
H 11.432 -20.567 23.818 0.043 0.672 -0.040
H 12.408 -21.558 24.579 0.366 0.164 0.357
C 10.522 -21.574 25.329 0.781 0.330 0.645
C 10.251 -22.783 24.476 -0.351 -0.246 -0.362
O 11.413 -23.588 24.433 -0.049 0.370 0.628
C 11.226 -24.806 23.760 0.805 -0.571 -0.390
H 12.721 -22.193 28.709 0.070 0.295 0.308
H 14.262 -21.190 28.675 -0.093 -0.274 0.518
H 14.183 -22.858 28.019 0.132 0.129 -0.190
H 13.210 -19.374 27.506 0.246 0.030 -0.214
H 11.716 -20.272 27.509 -0.090 0.152 0.026
H 13.107 -19.323 24.897 0.354 -0.158 0.340
H 11.523 -18.961 25.558 0.202 0.262 0.240
H 9.687 -20.884 25.435 -0.104 -0.104 -0.334
H 10.813 -21.914 26.323 -0.060 -0.049 -0.014
H 9.989 -22.545 23.440 -0.244 0.313 0.088
H 9.407 -23.302 24.942 0.002 -0.183 -0.104
H 10.580 -25.512 24.287 -0.298 0.281 0.029
H 12.210 -25.277 23.714 -0.007 0.038 0.034
H 10.914 -24.666 22.721 -0.307 0.100 0.087
C 8.669 -18.012 25.219 0.109 0.665 -1.045
O 8.364 -18.172 23.874 0.006 -0.357 -1.506
H 7.775 -17.827 25.825 -0.187 -0.315 0.002
H 9.205 -18.875 25.641 0.070 -0.076 0.207
H 9.273 -17.107 25.374 0.349 -0.071 0.159
B 9.741 -16.406 21.080 -0.773 1.093 -0.870
H 8.583 -16.354 20.999 -1.781 0.114 -0.148
H 10.110 -17.352 20.575 0.768 -2.101 -1.443
H 10.234 -15.508 20.570 0.624 1.068 -0.457
H 10.012 -16.514 22.174 0.742 0.049 2.534
B 10.658 -19.745 22.098 -0.345 -1.524 -0.005
H 10.344 -19.692 20.985 -0.400 0.327 -1.590
H 10.945 -18.730 22.515 0.783 1.941 0.907
H 9.759 -20.177 22.685 -1.211 -0.740 0.939
H 11.525 -20.490 22.202 1.218 -0.876 -0.181
C 11.178 -15.922 17.655 -0.291 0.469 -0.374
C 9.893 -15.117 17.364 0.415 -0.598 -0.780
C 8.624 -15.974 17.521 -0.210 -0.033 1.637
F 7.509 -15.212 17.390 0.202 0.059 -0.409
F 8.541 -17.026 16.683 0.055 0.374 -0.311
F 9.821 -14.063 18.201 -0.025 -0.135 0.186
F 9.932 -14.612 16.101 0.115 -0.060 -0.090
O 11.182 -17.039 16.755 0.676 -0.963 0.701
C 11.816 -18.142 17.295 -1.079 0.747 -0.504
C 11.906 -19.207 16.220 -0.103 -1.067 -1.592
F 12.570 -20.303 16.664 0.141 0.572 0.169
F 10.696 -19.676 15.790 -0.182 0.518 0.628
F 13.052 -17.832 17.714 0.326 0.013 0.031
F 11.148 -18.617 18.362 -0.125 -0.107 0.353
H 11.197 -16.218 18.704 -0.162 -0.087 -0.042
H 12.069 -15.333 17.437 -0.200 0.335 0.084
H 8.633 -16.348 18.553 -0.042 -0.088 -0.099
H 12.355 -18.803 15.307 0.493 0.042 0.356
C 10.295 -23.380 16.155 -0.787 0.210 0.476
C 11.269 -24.253 15.386 0.489 0.482 0.315
C 11.593 -25.598 16.078 -1.553 0.135 1.105
F 12.420 -26.369 15.366 0.085 0.224 0.004
F 12.049 -25.445 17.352 0.917 0.190 -0.488
F 10.682 -24.576 14.201 0.065 0.038 -0.012
F 12.379 -23.528 15.123 0.246 -0.310 -0.080
O 10.742 -23.208 17.495 -0.238 0.735 0.617
C 9.882 -22.477 18.310 2.128 -1.744 -0.538
C 10.558 -22.281 19.689 -0.243 1.158 0.719
F 10.914 -23.420 20.320 -0.084 -0.363 -0.518
F 11.667 -21.510 19.565 -0.111 -0.403 -0.428
F 9.592 -21.275 17.805 -0.369 -0.018 0.046
F 8.759 -23.205 18.448 -0.754 0.404 0.331
H 9.317 -23.869 16.125 0.029 -0.061 0.095
H 10.181 -22.380 15.734 0.270 -0.221 -0.630
H 10.620 -26.072 16.269 0.119 -0.408 -0.779
H 9.877 -21.740 20.356 -0.130 -0.075 -0.188
C 14.976 -23.249 23.822 -0.931 -0.254 0.174
C 15.863 -22.339 24.664 1.474 -0.105 0.307
C 15.530 -20.937 24.199 0.102 0.232 -0.462
O 14.270 -21.056 23.542 -0.890 0.393 0.217
C 14.260 -22.302 22.841 0.553 -0.148 0.361
H 14.199 -23.630 24.491 -0.062 -0.100 -0.088
H 15.405 -24.130 23.349 0.420 0.245 -0.026
H 16.935 -22.528 24.562 -0.051 -0.066 -0.388
H 15.727 -22.433 25.742 -0.538 -0.127 -0.089
H 16.239 -20.529 23.471 0.181 -0.231 0.004
H 15.486 -20.212 25.012 -0.403 -0.031 -0.016
H 14.742 -22.153 21.871 0.171 -0.266 0.016
H 13.238 -22.648 22.681 -0.100 0.352 -0.081
C 13.641 -19.205 20.768 -1.099 0.594 -0.490
Cl 13.782 -17.421 21.061 0.247 -0.881 0.054
Cl 14.745 -19.827 19.535 0.154 0.070 0.467
H 13.656 -19.771 21.692 0.709 0.222 0.099
H 12.637 -19.322 20.375 0.096 0.031 -0.173
```
Positions in Å, forces in eV/Å.

* E_tot: -5321.9537 a.u.
* multiplicity: 4
* E_HOMO (alpha / beta): -8.28 / -8.19 eV
* frontier orbital gap (alpha / beta): 8.369 / 8.277 eV
* expectation value of S²: 3.759
* LUMO (alpha / beta): 0.085 / 0.085 eV

=====

# 2
A molecular structure, C22H45ClIN2O8S4 in a non-equilibrium geometry. Source: the Open Molecules 2025 dataset; level of theory: ωB97M-V/def2-TZVPD.

XYZ file:
```
83
Properties=species:S:1:pos:R:3:forces:R:3
N 2.030 1.432 3.454 -2.284 -0.920 -0.351
C 1.010 2.543 3.553 0.239 0.429 -0.200
C -0.543 2.054 3.734 -0.119 2.991 1.431
N -0.859 0.687 3.172 -1.256 -0.211 0.221
C -2.185 0.013 3.588 -1.632 -2.475 1.316
C -1.901 -1.520 2.984 0.896 0.623 -1.400
C -0.922 -1.231 1.659 1.440 1.060 1.386
I -1.821 -2.181 -0.104 0.868 0.289 0.712
C -0.798 0.436 1.682 0.375 -1.966 -2.809
Cl -2.215 0.922 0.588 1.186 1.138 1.827
H 1.857 0.700 4.204 0.764 1.388 -0.835
H 1.869 0.913 2.545 0.451 0.870 1.193
H 1.264 3.238 4.489 -0.604 -1.615 -2.112
H 1.117 3.199 2.580 -0.291 -1.289 1.971
H -1.220 2.924 3.278 1.148 -2.385 0.705
H -0.773 2.078 4.902 0.346 -0.597 -2.598
H -0.171 -0.027 3.540 -0.298 1.225 -0.321
H -3.182 0.510 3.226 2.461 -0.658 0.145
H -2.338 -0.112 4.755 0.940 0.699 -2.352
H -2.815 -2.077 2.490 1.697 1.188 1.849
H -1.251 -2.138 3.743 -1.764 1.041 -1.334
H 0.217 -1.558 1.777 -2.601 0.159 -0.130
H 0.171 0.870 1.178 -2.024 -0.847 1.297
C 7.074 2.538 5.699 0.280 0.055 -0.089
C 6.148 3.444 4.890 0.098 0.348 0.083
C 5.196 2.544 4.105 -0.078 0.610 -0.429
S 5.032 1.040 5.056 0.199 -0.027 0.069
O 5.610 -0.050 4.299 -0.567 0.161 0.241
O 3.696 0.973 5.615 0.167 -0.465 0.024
C 6.172 1.498 6.347 0.339 0.077 0.425
H 7.641 3.100 6.447 -0.078 -0.126 -0.113
H 7.791 2.048 5.029 -0.075 0.037 0.136
H 5.573 4.081 5.574 0.087 -0.089 -0.090
H 6.710 4.104 4.221 -0.132 -0.102 0.106
H 4.213 3.006 3.983 0.127 -0.318 -0.048
H 5.609 2.282 3.126 -0.117 -0.106 0.176
H 6.713 0.618 6.697 -0.225 -0.011 -0.094
H 5.593 1.935 7.166 0.009 -0.112 -0.127
C -5.660 -5.756 -2.128 -0.318 0.036 -0.010
C -5.228 -6.184 -3.530 -0.139 -0.346 -0.051
C -4.232 -5.144 -4.041 -0.185 -0.149 -0.641
S -3.440 -4.458 -2.594 0.033 -0.904 -0.290
O -3.811 -3.063 -2.484 0.530 0.183 0.232
O -2.061 -4.900 -2.550 -0.162 0.742 0.144
C -4.378 -5.387 -1.396 -0.268 -0.217 0.446
H -6.204 -6.552 -1.610 0.087 0.151 -0.051
H -6.320 -4.883 -2.195 0.078 -0.108 0.065
H -4.742 -7.166 -3.478 -0.075 0.151 -0.010
H -6.084 -6.277 -4.206 0.187 0.018 0.095
H -3.477 -5.595 -4.689 0.020 0.300 0.133
H -4.738 -4.331 -4.568 0.180 -0.024 0.142
H -4.552 -4.781 -0.506 0.168 0.024 -0.110
H -3.801 -6.280 -1.139 0.014 0.174 -0.059
C 2.253 -2.675 -5.090 0.219 0.199 0.054
C 1.173 -2.642 -4.009 0.115 -0.137 0.326
C -0.154 -2.329 -4.697 -0.218 0.265 0.664
S -0.010 -2.949 -6.366 -0.174 -0.261 -0.324
O -0.046 -1.826 -7.280 -0.194 -0.469 0.220
O -0.873 -4.103 -6.522 0.091 0.567 -0.167
C 1.676 -3.509 -6.224 0.542 -0.169 0.001
H 3.189 -3.100 -4.715 -0.125 0.071 -0.085
H 2.459 -1.656 -5.439 0.009 -0.151 -0.005
H 1.114 -3.622 -3.522 -0.021 0.135 -0.071
H 1.400 -1.903 -3.234 -0.055 -0.108 -0.096
H -0.992 -2.822 -4.198 0.041 0.076 -0.224
H -0.334 -1.252 -4.750 -0.009 -0.175 -0.154
H 2.198 -3.365 -7.171 -0.239 -0.034 0.022
H 1.655 -4.571 -5.962 -0.078 0.137 -0.081
C -2.301 4.394 -1.194 -0.284 -0.043 0.119
C -2.329 5.049 -2.575 -0.193 -0.204 -0.263
C -1.442 6.291 -2.510 -0.414 0.216 -0.503
S -0.213 5.964 -1.255 0.578 0.288 -0.193
O -0.422 6.882 -0.155 0.281 -0.345 -0.291
O 1.080 5.792 -1.887 -0.436 0.222 0.544
C -0.838 4.363 -0.781 -0.225 -0.572 0.184
H -2.735 3.389 -1.213 0.051 0.149 0.012
H -2.879 5.000 -0.486 0.091 -0.098 -0.046
H -1.929 4.348 -3.318 -0.062 0.098 0.113
H -3.347 5.306 -2.880 0.194 -0.041 0.028
H -0.945 6.480 -3.465 0.056 0.085 0.288
H -2.011 7.174 -2.205 0.210 -0.102 0.049
H -0.697 4.210 0.290 0.126 0.157 -0.088
H -0.284 3.608 -1.346 -0.001 0.143 0.047
```
Positions in Å, forces in eV/Å.

* E_tot: -3926.9253 a.u.
* E_HOMO: -11.76 eV
* frontier orbital gap: 8.788 eV
* charge: +1
* LUMO: -2.975 eV

=====

# 3
4 unconnected molecules or ions with the total composition C22H45ClN3O3 in a non-equilibrium geometry. Source: the Open Molecules 2025 dataset; level of theory: ωB97M-V/def2-TZVPD.

XYZ file:
```
74
Properties=species:S:1:pos:R:3:forces:R:3
Cl -0.210 2.473 3.484 0.207 -0.370 -0.079
C -0.968 3.062 1.892 -0.472 0.956 -0.425
C -0.074 4.210 1.380 -0.570 -1.126 -0.256
C -0.607 4.558 -0.031 0.224 0.558 0.725
C 0.520 5.052 -0.975 -0.410 -0.646 -0.510
C 0.925 3.902 -1.896 0.183 1.504 1.051
C 2.211 3.420 -1.843 0.294 -0.421 -0.244
C 2.553 2.355 -2.664 0.998 0.420 0.635
C 1.620 1.808 -3.494 -0.010 -1.317 -1.061
C 0.325 2.278 -3.547 -0.612 0.258 -0.013
C -0.011 3.342 -2.742 -0.422 0.251 0.077
H -0.840 2.268 1.128 0.241 -0.272 0.574
H -0.124 5.092 2.030 0.262 -0.136 -0.003
H 0.968 3.831 1.296 0.069 0.578 0.001
H -1.409 5.302 0.053 0.174 -0.061 0.035
H -1.097 3.650 -0.400 0.179 0.171 -0.249
H 0.202 5.906 -1.591 -0.063 -0.168 0.078
H 1.400 5.381 -0.412 -0.199 -0.037 0.041
H 2.940 3.840 -1.157 -0.125 0.032 -0.063
H 3.564 1.963 -2.622 -0.170 -0.110 -0.079
H 1.898 0.955 -4.113 -0.020 0.123 0.045
H -0.435 1.834 -4.182 0.220 -0.070 -0.028
H -1.008 3.773 -2.691 -0.008 -0.272 -0.273
C 5.625 -3.206 -1.931 0.122 -0.144 -0.080
C 4.375 -2.629 -2.588 0.123 0.061 0.311
C 4.519 -1.152 -2.990 -0.270 -0.027 -0.208
O 4.405 -0.244 -1.914 0.308 -0.051 -0.115
C 5.597 -0.031 -1.183 -0.209 0.090 0.202
N 3.230 -2.842 -1.697 -0.012 0.151 -0.209
H 5.756 -2.852 -0.908 -0.052 0.057 -0.017
H 5.559 -4.294 -1.887 -0.060 0.022 0.023
H 6.522 -2.950 -2.500 -0.005 0.029 0.022
H 4.201 -3.198 -3.506 -0.054 0.080 -0.037
H 3.692 -0.907 -3.664 -0.030 0.032 0.063
H 5.446 -0.975 -3.552 0.081 -0.060 0.088
H 6.482 -0.060 -1.827 -0.004 -0.071 -0.019
H 5.696 -0.761 -0.376 0.158 -0.014 -0.025
H 5.532 0.957 -0.725 -0.053 0.002 -0.046
H 2.384 -2.536 -2.171 -0.020 -0.092 -0.007
H 3.320 -2.189 -0.921 0.028 -0.069 0.040
C -1.229 -2.894 0.920 -0.108 -0.040 -0.155
C -0.694 -1.494 1.214 0.101 -0.342 0.267
C 0.776 -1.302 0.810 -0.080 0.468 -0.043
O 1.718 -1.878 1.703 0.064 -0.147 -0.271
C 1.971 -3.253 1.495 -0.041 0.040 0.220
N -0.912 -1.190 2.633 0.098 0.097 -0.270
H -0.850 -3.639 1.621 0.050 0.046 0.018
H -2.318 -2.905 0.998 0.019 0.032 0.053
H -0.966 -3.211 -0.093 0.018 -0.018 0.016
H -1.288 -0.792 0.621 0.126 0.112 0.011
H 0.986 -0.229 0.819 0.007 -0.016 0.086
H 0.958 -1.651 -0.217 -0.043 -0.127 0.025
H 1.938 -3.519 0.434 -0.049 -0.033 0.063
H 1.264 -3.869 2.057 -0.014 -0.105 -0.104
H 2.972 -3.468 1.874 0.015 0.050 -0.020
H -0.632 -0.227 2.805 -0.191 0.218 0.092
H -0.238 -1.736 3.164 -0.088 -0.050 0.030
C -6.280 -0.512 0.489 -0.089 -0.142 -0.195
C -5.006 -0.950 1.206 -0.220 0.355 0.183
C -5.275 -1.745 2.495 0.361 -0.207 -0.072
O -5.662 -0.957 3.606 -0.243 -0.208 -0.044
C -7.037 -0.640 3.663 0.176 0.200 0.127
N -4.171 0.227 1.448 -0.011 -0.431 0.091
H -6.777 0.315 0.997 0.056 -0.007 0.057
H -6.045 -0.173 -0.521 0.052 0.044 0.047
H -6.990 -1.340 0.406 -0.015 0.018 0.026
H -4.462 -1.614 0.525 0.025 -0.073 0.091
H -4.338 -2.224 2.793 0.022 0.105 0.049
H -6.003 -2.552 2.324 -0.108 0.079 -0.025
H -7.660 -1.457 3.284 0.004 0.013 -0.071
H -7.249 0.279 3.110 -0.153 -0.067 -0.069
H -7.294 -0.463 4.708 0.048 -0.033 0.007
H -3.288 -0.081 1.849 0.124 0.148 -0.071
H -4.603 0.757 2.200 0.067 0.183 -0.111
```
Positions in Å, forces in eV/Å.

* E_tot: -1715.3354 a.u.
* E_HOMO: -1.76 eV
* frontier orbital gap: 4.222 eV
* charge: -1
* LUMO: 2.463 eV